[1]
A single C5H8O molecule. Source: the OMol25 dataset; level of theory: wB97M-V/def2-TZVPD.

XYZ file:
```
14
Properties=species:S:1:pos:R:3:lowdin_charge:R:1
C 2.41301 0.15893 -0.54159 0.13
C 1.21868 0.08365 -0.44064 -0.13
C -0.24439 -0.12062 -0.37894 -0.37
C -0.53086 -1.56105 0.04321 -0.07
C -0.92637 0.90332 0.54195 -0.26
O -0.58179 2.22380 0.20868 -0.06
H 3.47654 0.17863 -0.64785 0.03
H -0.62994 0.05792 -1.39058 0.15
H -0.30008 -1.69350 1.10501 0.09
H 0.09670 -2.25278 -0.52431 0.08
H -1.58154 -1.80726 -0.12972 0.08
H -2.01279 0.82909 0.41592 0.13
H -0.70312 0.66485 1.59624 0.13
H 0.38193 2.22737 0.07102 0.08
```

Values from the calculation:
Calculated total energy, Ha: -270.4811
HOMO level, eV: -10.12
Lowest unoccupied orbital energy, eV: 1.02
Charge: 0
Orbital gap, eV: 11.139
Molecular weight, g/mol: 84.12

[2]
A molecular structure, C39H45N5O2P2Tl. Source: the OMol25 dataset; level of theory: wB97M-V/def2-TZVPD.

XYZ file:
```
94
Properties=species:S:1:pos:R:3:lowdin_charge:R:1
Tl -0.94011 -1.29518 0.75214 0.77
C -1.47177 -5.52426 -2.16343 -0.11
C -0.35748 -4.71169 -2.31603 -0.09
C -0.50380 -3.36448 -2.62537 -0.09
C -1.77023 -2.80243 -2.78910 -0.38
C -2.88035 -3.63743 -2.64964 -0.11
C -2.73788 -4.98162 -2.33723 -0.09
P -2.07647 -1.01098 -3.15149 1.11
C -2.06215 -1.08156 -5.00550 -0.39
C -2.08423 -2.24236 -5.77744 -0.08
C -2.15528 -2.17734 -7.16589 -0.10
C -2.20940 -0.95174 -7.81197 -0.12
C -2.20332 0.21533 -7.05463 -0.10
C -2.14424 0.14724 -5.67256 -0.13
C -0.37397 -0.37704 -2.80976 -0.44
C 0.52515 -0.24601 -3.87583 -0.13
C 1.85056 0.09164 -3.66264 -0.12
C 2.27742 0.29796 -2.36593 -0.13
C 1.36971 0.18376 -1.31813 -0.21
C 0.00875 -0.15016 -1.44687 -0.24
H -1.35520 -6.57052 -1.90662 0.09
H 0.63668 -5.12674 -2.19441 0.10
H 0.37925 -2.74894 -2.74126 0.10
H -3.87212 -3.21761 -2.76811 0.09
H -3.61927 -5.60233 -2.22024 0.10
H -2.03611 -3.20786 -5.28875 0.09
H -2.16023 -3.09345 -7.74737 0.09
H -2.26744 -0.90480 -8.89294 0.09
H -2.24860 1.17888 -7.55088 0.09
H -2.14728 1.05911 -5.08315 0.10
H 0.20471 -0.43736 -4.89102 0.08
H 2.54250 0.16915 -4.49404 0.09
H 3.31972 0.53265 -2.17484 0.08
H 1.75516 0.37809 -0.32400 0.04
O -3.30125 -1.10032 -0.09581 -0.26
C -4.42220 -1.25653 0.47944 -0.41
C -5.56765 -1.73485 -0.23937 -0.03
C -6.73925 -2.08819 0.38498 -0.13
C -6.87776 -1.95558 1.77319 -0.15
C -5.84928 -1.35970 2.47724 -0.09
C -4.66157 -0.94694 1.86208 -0.10
C -3.72000 -0.10681 2.59163 -0.28
N -2.47397 0.21445 2.28702 0.02
C -2.04704 1.11723 3.23376 -0.15
C -3.04072 1.36416 4.12757 -0.11
N -4.09912 0.58635 3.70998 0.08
H -5.46224 -1.82360 -1.31523 0.09
H -7.56645 -2.47904 -0.19925 0.09
H -7.77520 -2.28861 2.28065 0.08
H -5.96734 -1.22588 3.54968 0.09
H -1.04369 1.51423 3.19552 0.07
H -3.09925 1.99700 4.99808 0.09
H -5.00770 0.54102 4.12773 0.13
O 0.76068 0.53840 2.26226 -0.37
P 1.98977 1.34791 2.32178 0.55
N 3.33631 0.35334 2.25273 -0.18
C 4.71330 0.78660 2.04396 -0.21
C 5.09504 0.18173 0.69442 -0.17
C 4.38518 -1.18604 0.71453 -0.15
C 3.22739 -1.02629 1.72694 -0.17
N 1.99296 2.62738 1.26733 -0.17
C 3.13545 3.28512 0.63009 -0.21
C 2.48356 4.33322 -0.27069 -0.17
C 1.21089 3.61853 -0.72770 -0.16
C 0.72956 2.95559 0.55432 -0.18
N 2.10128 2.09139 3.82175 -0.19
C 1.82037 1.19751 4.96666 -0.20
C 2.49085 1.88377 6.15633 -0.18
C 3.67966 2.60042 5.51087 -0.18
C 3.07161 3.11764 4.20945 -0.21
H 5.35148 0.35057 2.82410 0.12
H 4.81230 1.87072 2.09164 0.09
H 6.17455 0.09540 0.56235 0.10
H 4.69609 0.79603 -0.11272 0.08
H 5.07134 -1.96833 1.04039 0.10
H 4.00189 -1.45109 -0.26897 0.10
H 3.33468 -1.73542 2.55315 0.11
H 2.24900 -1.18337 1.28460 0.06
H 3.71614 2.58597 0.01819 0.10
H 3.80771 3.74181 1.36063 0.09
H 3.13924 4.63657 -1.08768 0.11
H 2.22779 5.21967 0.31674 0.11
H 1.46012 2.84809 -1.45945 0.10
H 0.46463 4.28374 -1.16125 0.11
H 0.12986 2.06537 0.37321 0.09
H 0.13930 3.65366 1.15884 0.12
H 2.24809 0.20162 4.79686 0.11
H 0.74567 1.07326 5.09572 0.11
H 2.77932 1.17810 6.93423 0.10
H 1.81150 2.62245 6.59009 0.11
H 4.47820 1.88510 5.29590 0.11
H 4.08449 3.40414 6.12747 0.10
H 3.82266 3.29117 3.43785 0.08
H 2.55913 4.07023 4.38918 0.11
```

Values from the calculation:
Calculated total energy, Ha: -2792.6995
HOMO level, eV: -3.46
Lowest unoccupied orbital energy, eV: 2.36
Charge: -1
Orbital gap, eV: 5.818
Molecular weight, g/mol: 882.15

[3]
A molecular structure, C34H28MgN3O7S2. Source: the OMol25 dataset; level of theory: wB97M-V/def2-TZVPD.

XYZ file:
```
75
Properties=species:S:1:pos:R:3:lowdin_charge:R:1
Mg -0.15308 0.29209 -0.04459 0.64
C 0.27530 -3.85923 -3.09808 -0.07
C -0.44918 -3.18598 -2.09224 -0.16
N -0.59975 -1.88750 -2.04755 0.12
C -0.05990 -1.13868 -3.04866 -0.15
C 0.66725 -1.71618 -4.11082 -0.16
C 0.83660 -3.11894 -4.09653 -0.02
C 1.18403 -0.89231 -5.14205 -0.07
C 0.96066 0.45302 -5.09180 -0.09
C 0.23757 1.04892 -4.03946 -0.03
C -0.27225 0.29573 -2.99651 -0.22
N -0.90133 0.75923 -1.87489 0.01
C -1.82927 1.75101 -1.86324 -0.21
C -2.33829 2.48398 -2.92763 -0.03
C -3.35091 3.44425 -2.73354 -0.11
C -3.88646 3.70579 -1.50578 -0.08
C -3.43228 2.95653 -0.38990 -0.16
C -3.94612 3.11717 0.91838 -0.01
C -3.48492 2.33636 1.93642 -0.04
C -2.49742 1.37320 1.65914 -0.11
N -2.00035 1.20103 0.45948 0.07
C -2.43409 1.98773 -0.56555 -0.13
H 0.37951 -4.93597 -3.06478 0.10
H -0.90954 -3.75295 -1.28683 0.11
H 1.40770 -3.59179 -4.88775 0.11
H 1.74651 -1.33932 -5.95263 0.10
H 1.36184 1.08787 -5.87353 0.10
H 0.13462 2.12412 -4.00501 0.11
H -1.96613 2.30814 -3.92566 0.08
H -3.70749 3.99802 -3.59507 0.09
H -4.65022 4.46144 -1.37142 0.10
H -4.70566 3.87033 1.09678 0.11
H -3.84792 2.45179 2.94798 0.10
H -2.08054 0.75371 2.44288 0.11
O 0.91474 -0.88656 4.11940 -0.28
S 1.21814 -0.83318 2.71726 0.52
O 1.83342 -2.04191 2.17278 -0.33
O 0.06676 -0.41630 1.88592 -0.36
C 2.58640 0.35850 2.51469 -0.19
C 3.82225 -0.22288 2.77948 -0.07
C 4.98936 0.52301 2.71331 -0.09
C 4.92909 1.86312 2.37540 -0.09
C 3.70102 2.45100 2.11348 -0.06
C 2.52284 1.71622 2.18736 -0.21
S 1.01950 2.61333 1.78744 0.49
O 1.40181 4.00202 1.69930 -0.32
O 0.06701 2.29579 2.82471 -0.30
O 0.65456 2.07043 0.45032 -0.36
H 3.84948 -1.27519 3.02287 0.11
H 5.94240 0.05076 2.91886 0.10
H 5.83396 2.45546 2.31544 0.10
H 3.62534 3.49716 1.85275 0.10
C 7.25276 -4.04170 -0.49996 -0.05
C 5.86143 -3.47316 -0.45687 -0.26
C 5.62235 -2.14758 -0.77418 -0.01
C 4.34772 -1.58603 -0.72415 -0.16
C 4.22726 -0.12799 -1.07879 -0.01
C 3.27904 -2.40728 -0.33043 -0.08
C 1.90251 -1.91373 -0.22493 -0.17
O 1.56136 -0.75291 -0.44717 -0.03
C 3.50070 -3.76278 -0.00942 -0.19
C 2.38280 -4.67238 0.43114 -0.03
C 4.78466 -4.27187 -0.08211 -0.01
H 7.94781 -3.34898 -0.97305 0.07
H 7.27531 -4.98237 -1.05250 0.08
H 7.61664 -4.24676 0.50912 0.08
H 6.45109 -1.51702 -1.07900 0.11
H 4.38347 0.48514 -0.18559 0.08
H 3.25634 0.14024 -1.47703 0.08
H 4.99847 0.13085 -1.80563 0.08
H 1.12250 -2.66337 -0.08199 0.11
H 1.84271 -4.24389 1.27525 0.08
H 2.79019 -5.63834 0.72755 0.08
H 1.66899 -4.84463 -0.37860 0.07
H 4.95433 -5.31339 0.17008 0.11
```

Values from the calculation:
Calculated total energy, Ha: -3000.1723
HOMO level, eV: -4.26
Lowest unoccupied orbital energy, eV: 2.35
Charge: -1
Orbital gap, eV: 6.610
Molecular weight, g/mol: 679.05

[4]
A molecular structure, C34H55ClN3OP2W. Source: the OMol25 dataset; level of theory: wB97M-V/def2-TZVPD.

XYZ file:
```
97
Properties=species:S:1:pos:R:3:lowdin_charge:R:1
C 0.28506 1.50607 -2.74404 -0.33
C 0.06805 -0.77367 -3.19074 -0.32
C 0.36702 1.71911 -4.10697 0.01
C 0.49680 -0.62504 -4.52708 0.03
C 0.50938 0.67692 -5.01743 0.03
H 0.37955 2.75362 -4.42465 0.14
H 0.58642 -1.52011 -5.16345 0.15
H 0.63928 0.86373 -6.08251 0.14
N 0.12522 0.26019 -2.26316 -0.04
P 0.99371 2.26540 -0.09488 1.06
P -1.03280 -2.19268 -1.11085 1.11
C 0.35390 2.66284 -1.77038 -0.26
H 0.96519 3.45881 -2.20567 0.11
H -0.64780 3.10874 -1.68993 0.10
C 0.30256 0.10781 1.88142 -0.31
O 0.43213 0.18609 3.06200 0.13
C -0.59849 -2.03065 -2.85208 -0.21
H -0.00795 -2.88300 -3.14970 0.08
C -0.56971 -3.72886 0.21437 -0.59
C -2.76501 -2.50872 -1.83755 -0.65
C 2.88451 2.35868 -0.27246 -0.64
C 0.39952 3.69274 1.01755 -0.64
C 0.22259 -3.25697 1.43456 -0.11
H -0.33820 -2.57243 2.08292 0.07
H 0.46258 -4.14411 2.04738 0.12
H 1.16623 -2.78172 1.15272 0.04
C -1.82197 -4.42046 0.75280 -0.07
H -2.47082 -3.71827 1.29461 0.09
H -2.40275 -4.94633 -0.01272 0.07
H -1.50573 -5.18509 1.48294 0.12
C 0.30964 -4.65844 -0.60357 -0.09
H 0.59994 -5.52750 0.00587 0.12
H -0.17662 -5.01936 -1.51970 0.09
H 1.23782 -4.14138 -0.86694 0.03
C -3.87246 -2.46847 -0.79927 -0.07
H -3.74090 -1.62920 -0.10723 0.06
H -4.81755 -2.31342 -1.33707 0.11
H -3.98028 -3.39748 -0.23299 0.08
C -3.05449 -1.41084 -2.87539 -0.07
H -3.00585 -0.42281 -2.40373 0.07
H -2.33616 -1.42596 -3.71517 0.09
H -4.04486 -1.55580 -3.32206 0.12
C -2.64866 -3.87092 -2.55743 -0.05
H -1.73668 -3.91801 -3.17074 0.07
H -2.63749 -4.73898 -1.88995 0.08
H -3.48773 -3.97147 -3.25631 0.12
C 1.12848 3.60543 2.37012 -0.07
H 0.70967 4.37747 3.03501 0.12
H 0.97371 2.63056 2.85097 0.07
H 2.20576 3.79583 2.29573 0.07
C -1.10365 3.53816 1.27598 -0.09
H -1.69340 3.61571 0.35394 0.08
H -1.34730 2.58948 1.76790 0.07
H -1.43134 4.35267 1.94315 0.12
C 0.60682 5.08867 0.39262 -0.06
H 0.19929 5.15711 -0.62445 0.09
H 0.06757 5.82210 1.01351 0.11
H 1.65331 5.40848 0.37387 0.07
C 3.26776 1.75401 -1.62981 -0.09
H 2.94684 2.38118 -2.47411 0.09
H 4.36208 1.65370 -1.68483 0.11
H 2.83801 0.75456 -1.75996 0.04
C 3.49662 1.53362 0.87308 -0.08
H 3.29423 0.46296 0.76201 0.03
H 4.59089 1.67208 0.84776 0.12
H 3.13343 1.85369 1.86045 0.08
C 3.44844 3.78742 -0.20959 -0.06
H 3.02494 4.44454 -0.98080 0.09
H 3.33123 4.24184 0.78091 0.08
H 4.53092 3.71456 -0.39765 0.12
W 0.12377 -0.06821 -0.04651 1.25
N 1.83618 -1.05709 -0.33896 -0.04
C 2.98511 -1.53199 -0.30073 0.07
C 3.62102 -2.58859 -1.42440 -0.47
C 2.94695 -3.42465 -2.57798 -0.04
C 4.44322 -1.56096 -2.20653 -0.06
C 4.28045 -3.54493 -0.44895 -0.05
H 2.27345 -4.25107 -2.30815 0.06
H 2.45378 -2.85933 -3.39512 0.08
H 3.76511 -3.96227 -3.10756 0.12
H 4.83100 -0.75960 -1.56340 0.08
H 5.30196 -1.98320 -2.74039 0.12
H 3.81382 -1.07333 -2.98234 0.09
H 4.78875 -4.41576 -0.88714 0.11
H 5.01461 -2.98072 0.12924 0.10
H 3.54994 -3.94203 0.28175 0.09
Cl -4.86043 2.56603 -1.43416 0.78
C -4.05061 1.60881 -0.24880 -0.63
C -4.70209 1.26721 0.93110 -0.01
C -3.98267 0.47015 1.82007 0.00
C -2.67774 0.08382 1.52677 -0.13
N -2.01149 0.46121 0.39968 -0.13
C -2.74176 1.19888 -0.50811 -0.18
H -5.71753 1.61386 1.12599 0.14
H -4.43054 0.14639 2.76291 0.14
H -2.13204 -0.54941 2.22022 0.11
H -2.26610 1.48220 -1.44347 0.09
```

Values from the calculation:
Calculated total energy, Ha: -2776.9589
HOMO level (spin up / spin down), eV: -16.74 / -17.07
Lowest unoccupied orbital energy (spin up / spin down), eV: -10.96 / -10.99
2S+1: 3
Charge: +3
Orbital gap (spin up / spin down), eV: 5.785 / 6.079
Molecular weight, g/mol: 803.08